Arrangement i

ORCA calculation (ωB97M-V/def2-TZVPD) on 2 unconnected molecules or ions with the total composition C3H8O3S.

CARTESIAN COORDINATES (ANGSTROEM)
O (2.62476, 1.98473, -1.24192)
C (1.60869, 1.45641, -0.90508)
O (0.44318, 1.63807, -1.57941)
C (1.40376, 0.52458, 0.25827)
C (0.17079, 0.89439, 1.09067)
S (-0.10802, -0.25877, 2.45984)
H (0.49284, 2.47251, -2.06380)
H (1.14695, -0.41787, -0.24030)
H (2.28659, 0.39267, 0.87106)
H (-0.67590, 0.77273, 0.44533)
H (0.19441, 1.90221, 1.48117)
H (1.02431, -0.44313, 3.15241)
O (-3.25269, -3.34277, -1.37378)
H (-3.74947, -3.43847, -0.54572)
H (-3.61020, -4.13731, -1.80875)

Properties
- LUMO: 0.68 eV
- Total charge: 0

Atomic partial charges in e from the natural (NBO) method, atoms 1 to 2:
1 O -0.57
2 C 0.79

Arrangement ii

ORCA calculation (ωB97M-V/def2-TZVPD) on 2 unconnected molecules or ions with the total composition C3H8O3S.

CARTESIAN COORDINATES (ANGSTROEM)
O (-1.64249, -1.33175, -1.17993)
C (-1.78465, -1.22433, -0.00613)
O (-2.48472, -0.46595, 0.82684)
O (-1.16558, -1.98176, 0.95602)
H (-2.80279, 0.28267, 0.46084)
H (-0.84813, -2.87860, 0.68700)
C (1.55338, 1.18494, -0.99257)
C (0.78380, 0.38597, -0.04555)
S (1.54911, 0.00968, 1.57929)
H (1.89616, 2.13782, -0.73040)
H (2.52952, 0.76755, -1.16494)
H (0.94754, 1.30213, -1.88029)
H (0.43864, -0.50803, -0.63709)
H (-0.26108, 0.95436, 0.21522)
H (1.29128, 1.36531, 1.91170)

Properties
- LUMO: 0.47 eV
- Total charge: 0

Atomic partial charges in e from the natural (NBO) method, atoms 1 to 2:
1 O -0.60
2 C 0.99

Need the numbers? Relative energies in eV: arrangement i 0.000; arrangement ii 0.910.

Arrangement i

ORCA calculation (ωB97M-V/def2-TZVPD) on a molecular structure, C51H47HfN4O4PS2Se2.

CARTESIAN COORDINATES (ANGSTROEM)
Hf (-0.32585, -0.37605, 0.80563)
C (3.76445, -2.13374, 0.47054)
O (3.75680, -2.43286, -0.94233)
C (2.70062, -2.28078, -1.78037)
C (3.01777, -2.44946, -3.12668)
C (2.07874, -2.17644, -4.11881)
C (0.78816, -1.82225, -3.77377)
C (0.37762, -1.74629, -2.41051)
C (-0.93602, -1.33881, -2.09608)
N (-1.42901, -1.08361, -0.89073)
N (-2.80165, -0.88797, -0.83152)
C (-3.22334, -0.81164, 0.41971)
O (-2.35743, -0.71344, 1.39777)
C (-4.71317, -0.79584, 0.69359)
C (-5.16463, -0.68478, 2.01249)
C (-6.53942, -0.74281, 2.32932)
C (-7.48411, -0.85907, 1.31069)
C (-7.03189, -0.91472, -0.01049)
C (-5.67331, -0.89168, -0.32871)
C (1.33535, -1.94031, -1.38465)
O (1.01500, -1.69465, -0.14041)
H (4.70915, -2.56353, 0.84510)
H (2.91988, -2.56962, 1.00613)
H (3.82365, -1.04996, 0.64126)
H (4.05933, -2.69112, -3.34804)
H (2.32151, -2.18259, -5.19488)
H (0.04114, -1.66246, -4.58129)
H (-1.64475, -1.17444, -2.90225)
H (-4.42813, -0.57049, 2.80254)
H (-6.88144, -0.71536, 3.37256)
H (-8.54647, -0.89092, 1.56181)
H (-7.74852, -1.03966, -0.83405)
H (-5.37679, -0.91525, -1.37092)
Se (1.47107, 0.36451, 2.83367)
Se (-0.49744, 1.69302, 3.87263)
C (-1.14468, 2.47247, 2.31330)
C (-1.60925, 3.76979, 2.55474)
C (-2.05509, 4.56753, 1.51926)
C (-2.07323, 4.00870, 0.21416)
C (-1.72668, 2.67744, 0.13736)
N (-1.20957, 1.87693, 1.09762)
C (0.51604, -1.26852, 3.36092)
C (0.25645, -1.63384, 4.68520)
C (-0.59264, -2.71499, 4.99267)
C (-1.08348, -3.43915, 3.94684)
C (-0.43574, -3.30011, 2.58147)
N (0.02944, -1.94283, 2.33077)
H (-1.57289, 4.13111, 3.59409)
H (-2.37905, 5.58944, 1.73251)
H (-2.31730, 4.70258, -0.61272)
H (-0.68485, 1.81350, -1.42173)
H (0.68531, -0.98137, 5.45690)
H (-0.85109, -2.91399, 6.06196)
H (-1.91120, -4.16188, 4.09555)
H (-1.11348, -3.60019, 1.78037)
C (2.46479, -6.93968, 3.36329)
C (2.97987, -5.49846, 3.15076)
C (4.05151, -5.44612, 2.04835)
C (3.46970, -4.87875, 4.47495)
C (1.80009, -4.72289, 2.78782)
C (0.73934, -4.16500, 2.64593)
H (3.26547, -7.61497, 3.69804)
H (2.09056, -7.34637, 2.42743)
H (1.64777, -6.94872, 4.09876)
H (4.87818, -6.11684, 2.29657)
H (4.48539, -4.44798, 1.92046)
H (3.61969, -5.73146, 1.09759)
H (4.33322, -5.43518, 4.88644)
H (2.64757, -4.90618, 5.19904)
H (3.79517, -3.83744, 4.34300)
S (3.94250, 1.56202, 1.05492)
P (3.04840, 2.01712, -0.64474)
S (1.02007, 1.27268, -0.98764)
C (3.05091, 3.81237, -0.81630)
C (4.23124, 4.39771, -1.27560)
C (4.35140, 5.77457, -1.25471)
C (3.28982, 6.58492, -0.86117)
C (2.11033, 5.97907, -0.45945)
C (1.97142, 4.58151, -0.44988)
C (3.85477, 1.31534, -2.13167)
C (3.27628, 1.54668, -3.37819)
C (3.82969, 0.96537, -4.50537)
C (4.97730, 0.17305, -4.39840)
C (5.54875, -0.04251, -3.15009)
C (4.95884, 0.47507, -1.99742)
H (5.05194, 3.74533, -1.60323)
H (5.27961, 6.23318, -1.61928)
H (3.41065, 7.68595, -0.84082)
H (1.22705, 6.56769, -0.16123)
H (1.03668, 4.13917, -0.08258)
H (2.37829, 2.18158, -3.44334)
H (3.35238, 1.15752, -5.47747)
H (5.43575, -0.29965, -5.27481)
H (6.46321, -0.62634, -3.02236)
H (5.34581, 0.27154, -0.98474)
C (-1.97765, 2.45560, -3.56718)
C (-2.62138, 2.41170, -2.23091)
O (-1.74282, 2.02919, -1.17165)
C (-3.95595, 2.59756, -1.98352)
C (-4.60579, 2.28574, -0.73656)
C (-5.86676, 2.76289, -0.47369)
C (-6.61528, 3.45198, -1.45639)
C (-6.05903, 3.63102, -2.70610)
C (-4.80115, 3.15109, -3.01085)
H (-1.14763, 1.75756, -3.70785)
H (-1.58459, 3.46472, -3.76973)
H (-2.74704, 2.27118, -4.31817)
H (-4.07310, 1.64783, -0.02995)
H (-6.31974, 2.58668, 0.51650)
H (-7.60729, 3.84126, -1.21612)
H (-6.62902, 4.09820, -3.50291)
H (-4.46102, 3.21337, -4.03801)

Properties
- LUMO: -2.13 eV
- Total charge: 0

Atomic partial charges in e from the Mulliken method, atoms 1 to 2:
1 Hf 1.35
2 C 0.28

Arrangement ii

ORCA calculation (ωB97M-V/def2-TZVPD) on a molecular structure, C51H47HfN4O4PS2Se2.

CARTESIAN COORDINATES (ANGSTROEM)
Hf (1.60552, 0.26673, 0.13688)
C (-0.33049, 5.27087, -1.30730)
O (0.64673, 4.51739, -2.03792)
C (0.15112, 3.49223, -2.81373)
C (-0.51593, 3.71674, -4.03858)
C (-0.80832, 2.64968, -4.90662)
C (-0.31266, 1.40215, -4.66482)
C (0.34482, 1.08301, -3.42900)
C (0.80902, -0.22080, -3.21765)
N (1.40499, -0.66834, -2.07885)
N (1.93441, -1.92569, -2.25918)
C (2.57610, -2.35021, -1.15798)
O (2.61219, -1.65136, -0.08577)
C (3.27895, -3.67517, -1.08174)
C (4.05032, -3.82569, 0.08775)
C (4.75344, -4.97287, 0.34825)
C (4.68188, -6.01963, -0.57030)
C (3.95665, -5.91325, -1.73759)
C (3.27008, -4.71170, -2.01775)
C (0.55042, 2.13148, -2.43540)
O (1.11904, 1.91161, -1.30567)
H (-0.82102, 6.00046, -1.96449)
H (0.21606, 5.79464, -0.49840)
H (-1.07032, 4.56611, -0.86681)
H (-0.80684, 4.72906, -4.31467)
H (-1.41106, 2.80035, -5.81287)
H (-0.42689, 0.59451, -5.39159)
H (0.72577, -0.89957, -4.06246)
H (4.04296, -3.06792, 0.88378)
H (5.31748, -5.10516, 1.27622)
H (5.22290, -6.94159, -0.32831)
H (3.86041, -6.76779, -2.43008)
H (2.73123, -4.61528, -2.96652)
Se (2.67599, 3.65730, 0.53851)
Se (4.19980, 1.87811, 1.58771)
C (4.59187, 0.91244, 0.03210)
C (5.86884, 0.41979, -0.07103)
C (6.29907, -0.03357, -1.31057)
C (5.38474, 0.04324, -2.35188)
C (4.08120, 0.35726, -2.12550)
N (3.63738, 0.70594, -0.88878)
C (1.16300, 3.18330, 1.57347)
C (0.79218, 4.13897, 2.47999)
C (-0.24907, 3.83595, 3.36572)
C (-0.83152, 2.56397, 3.30467)
C (-0.38106, 1.67143, 2.35840)
N (0.66446, 1.92176, 1.55151)
H (6.50295, 0.46633, 0.82067)
H (7.30766, -0.44901, -1.42933)
H (5.72306, -0.14903, -3.36485)
H (3.35812, 0.36309, -2.92606)
H (1.29606, 5.10953, 2.41966)
H (-0.54040, 4.56051, 4.11487)
H (-1.61226, 2.25409, 4.02324)
H (-0.80877, 0.68993, 2.19655)
C (-2.58111, -3.28769, -0.67851)
C (-1.31936, -3.46744, 0.20692)
C (-1.73421, -3.92315, 1.60998)
C (-0.34562, -4.46878, -0.41370)
C (-0.67101, -2.13435, 0.26248)
C (-0.08570, -1.06054, 0.20156)
H (-3.17424, -4.20652, -0.80710)
H (-2.28060, -2.93621, -1.66909)
H (-3.25720, -2.54686, -0.22244)
H (-2.25733, -4.89195, 1.55511)
H (-2.40906, -3.18032, 2.08553)
H (-0.86096, -4.11871, 2.26293)
H (-0.86459, -5.44725, -0.56144)
H (0.54020, -4.62005, 0.24779)
H (-0.00990, -4.10889, -1.38515)
S (-3.88467, 1.14140, 1.84639)
P (-3.46488, 1.54970, -0.03542)
S (-1.73775, 1.38282, -1.02525)
C (-4.54030, 0.54274, -1.09991)
C (-5.91866, 0.85271, -1.09913)
C (-6.78340, 0.10820, -1.90322)
C (-6.27644, -0.89544, -2.70175)
C (-4.91032, -1.17206, -2.72932)
C (-4.03072, -0.38468, -1.99292)
C (-3.87207, 3.29315, -0.35583)
C (-3.78627, 3.72889, -1.67390)
C (-3.99572, 5.08299, -1.99267)
C (-4.28325, 5.95070, -0.97688)
C (-4.40930, 5.51484, 0.33320)
C (-4.23202, 4.18709, 0.65535)
H (-6.30150, 1.63842, -0.44679)
H (-7.87154, 0.31019, -1.86901)
H (-6.95125, -1.49658, -3.31573)
H (-4.54682, -1.96343, -3.34976)
H (-2.95184, -0.48267, -2.07721)
H (-3.49376, 3.00174, -2.42949)
H (-3.97043, 5.42060, -3.04151)
H (-4.47098, 7.02000, -1.17184)
H (-4.71143, 6.25348, 1.08798)
H (-4.35295, 3.81940, 1.67212)
C (3.76048, -0.83992, 3.50397)
C (2.30568, -0.94079, 3.12102)
O (1.86427, -0.49374, 2.00922)
C (1.41893, -1.48162, 4.11695)
C (0.08642, -1.87268, 3.83892)
C (-0.77242, -2.23234, 4.87700)
C (-0.34348, -2.20398, 6.19814)
C (0.97107, -1.86378, 6.48130)
C (1.82583, -1.51033, 5.44166)
H (4.44016, -0.75693, 2.62950)
H (4.05332, -1.75357, 4.05617)
H (3.91408, 0.06655, 4.15311)
H (-0.25794, -1.86897, 2.80519)
H (-1.79038, -2.59794, 4.68119)
H (-1.03519, -2.45085, 7.02152)
H (1.32903, -1.76875, 7.51520)
H (2.80683, -1.13218, 5.69768)

Properties
- LUMO: -1.91 eV
- Total charge: 0

Atomic partial charges in e from the Mulliken method, atoms 1 to 2:
1 Hf 1.21
2 C -0.61

Need the numbers? Relative energies in eV: arrangement i 3.450; arrangement ii 0.000.

Arrangement i

ORCA calculation (ωB97M-V/def2-TZVPD) on 2 unconnected molecules or ions with the total composition C11H13NO2.

CARTESIAN COORDINATES (ANGSTROEM)
C (-3.23478, -1.38078, 0.13895)
C (-2.45120, -0.95269, 1.17715)
C (-2.90543, -1.03810, -1.18040)
C (-1.31472, -0.20280, 0.95726)
C (-1.77890, -0.24715, -1.37600)
C (-0.95091, 0.13002, -0.31375)
C (2.04188, -0.44733, 0.09962)
C (0.58839, 2.21429, -0.25595)
C (0.28035, 0.83238, -0.52648)
C (-0.40675, 3.23194, 0.19683)
C (2.78830, -2.56261, -0.56663)
N (2.73660, 0.20005, 0.87326)
O (0.52983, 1.63862, -1.59351)
O (1.79586, -1.49315, -0.55154)
H (-4.14969, -2.06374, 0.16307)
H (-2.77292, -1.18803, 2.12227)
H (-3.47852, -1.39020, -1.94307)
H (-0.75429, 0.09091, 1.88027)
H (-1.47656, 0.04434, -2.43815)
H (1.67833, 2.23755, -0.16179)
H (0.03584, 3.99184, 0.73957)
H (-1.12301, 2.75175, 0.79148)
H (-0.97743, 3.66784, -0.69379)
H (2.59440, -3.17237, -1.48874)
H (2.72495, -3.15277, 0.26085)
H (3.62472, -1.99010, -0.42924)
H (3.51296, -0.25443, 1.41079)

Properties
- LUMO: 0.68 eV
- Total charge: 0

Atomic partial charges in e from the natural (NBO) method, atoms 1 to 2:
1 C -0.21
2 C -0.24

Arrangement ii

ORCA calculation (ωB97M-V/def2-TZVPD) on C11H13NO2 in the gas phase.

CARTESIAN COORDINATES (ANGSTROEM)
O (4.59987, 0.90376, 0.06872)
C (3.48845, 0.50175, -0.08814)
C (2.85988, -0.77316, 0.49482)
C (1.33380, -0.49823, 0.45552)
C (0.66903, -1.30343, -0.67220)
O (-0.58156, -1.88743, -0.30077)
C (-1.57148, -0.93255, -0.12132)
C (-2.15896, -0.33386, -1.23443)
C (-3.14153, 0.63041, -1.06636)
C (-3.54472, 0.97638, 0.22137)
C (-2.97043, 0.36073, 1.32777)
C (-1.97957, -0.60192, 1.16443)
C (1.30704, 0.99582, 0.12915)
N (2.46296, 1.11874, -0.78945)
H (3.17437, -1.55383, -0.18731)
H (3.22679, -0.87504, 1.50988)
H (0.88842, -0.68265, 1.42182)
H (1.29269, -2.12813, -0.99738)
H (0.53091, -0.64155, -1.52592)
H (-1.81990, -0.65828, -2.20659)
H (-3.57241, 1.08962, -1.94062)
H (-4.31712, 1.72013, 0.33532)
H (-3.27490, 0.62397, 2.32821)
H (-1.51866, -1.08720, 2.00795)
H (1.56899, 1.55909, 1.03155)
H (0.38883, 1.41681, -0.26340)
H (2.65920, 2.06005, -1.10264)

Properties
- LUMO: 0.78 eV
- Total charge: 0

Atomic partial charges in e from the natural (NBO) method, atoms 1 to 2:
1 O -0.57
2 C 0.70

Need the numbers? Relative energies in eV: arrangement i 5.529; arrangement ii 0.000.